[1]
{
  "formula": "C52H48EuGeN3PS2",
  "method": "ωB97M-V/def2-TZVPD",
  "e_homo_ha": [-0.1324, -0.1324],
  "total_charge": -1,
  "homo_lumo_gap_ev": [5.7, 5.9],
  "energy_ev": -165978.281,
  "mol_weight_g_mol": 1034.7,
  "multiplicity": 7,
  "lumo_energy_ev": [2.13, 2.31],
  "symbols": ["Eu", "S", "C", "N", "C", "C", "C", "C", "C", "C", "S", "H", "H", "H", "H", "C", "C", "C", "C", "C", "C", "P", "C", "C", "C", "C", "C", "C", "C", "C", "C", "C", "C", "C", "C", "C", "C", "C", "H", "H", "H", "H", "H", "H", "H", "H", "H", "H", "H", "H", "H", "H", "H", "H", "C", "C", "C", "C", "N", "N", "H", "H", "H", "H", "H", "H", "H", "H", "H", "H", "H", "H", "C", "Ge", "C", "C", "C", "C", "C", "C", "C", "C", "C", "C", "C", "C", "C", "C", "C", "C", "C", "C", "H", "H", "H", "H", "H", "H", "H", "H", "H", "H", "H", "H", "H", "H", "H", "H"],
  "positions_angstrom": [[1.1065, -1.2625, -1.0634], [3.9918, -2.5005, -1.1433], [4.3461, -0.9084, -0.6430], [3.4361, 0.0081, -0.4626], [3.9999, 1.2413, -0.1155], [3.2972, 2.4222, 0.0653], [3.9789, 3.5776, 0.4115], [5.3681, 3.5705, 0.5729], [6.0869, 2.4009, 0.3712], [5.3887, 1.2455, 0.0265], [5.9804, -0.3482, -0.3281], [2.2280, 2.3999, -0.0552], [3.4252, 4.4967, 0.5732], [5.8875, 4.4849, 0.8462], [7.1666, 2.3841, 0.4789], [-6.2025, -0.7477, -0.1796], [-5.4743, -1.4648, 0.7640], [-4.1387, -1.7738, 0.5181], [-3.5229, -1.3890, -0.6752], [-4.2540, -0.6489, -1.6008], [-5.5885, -0.3315, -1.3572], [-1.7856, -1.8828, -1.0103], [-1.2409, -0.7624, -2.3138], [-1.1145, -1.1608, -3.6376], [-0.2871, -0.4880, -4.5484], [0.6396, 0.4216, -3.9995], [0.5794, 0.8293, -2.6877], [-0.7109, 0.6305, -1.9045], [-1.9957, -3.4692, -1.8938], [-3.2152, -3.9519, -2.2923], [-3.3302, -5.2124, -2.9304], [-2.2153, -5.9654, -3.1357], [-0.9384, -5.5017, -2.7210], [0.2058, -6.3214, -2.8987], [1.4128, -5.8791, -2.4578], [1.5318, -4.5953, -1.8587], [0.4890, -3.7125, -1.6749], [-0.7965, -4.2243, -2.1036], [-7.2420, -0.4963, 0.0113], [-5.9424, -1.7697, 1.6938], [-3.5665, -2.3344, 1.2515], [-3.7641, -0.3312, -2.5195], [-6.1510, 0.2417, -2.0886], [-1.6149, -2.0658, -3.9646], [-0.2050, -0.8183, -5.5743], [1.4688, 0.7492, -4.6134], [1.2618, 1.5908, -2.3284], [-1.4569, 1.3964, -2.2108], [-4.1117, -3.3716, -2.1180], [-4.3036, -5.5734, -3.2421], [-2.2848, -6.9408, -3.6086], [0.0951, -7.2913, -3.3767], [2.2981, -6.4974, -2.5743], [2.5248, -4.3203, -1.5438], [2.3609, -4.3516, 3.0410], [2.7196, -2.8636, 3.0127], [4.2327, -2.6904, 3.0407], [2.0889, -2.1418, 4.1970], [2.2985, -2.2082, 1.7615], [0.9081, -2.2511, 1.4562], [2.7616, -4.8274, 3.9443], [2.7810, -4.8632, 2.1666], [1.2767, -4.5092, 3.0458], [4.6511, -3.1300, 3.9529], [4.4901, -1.6254, 3.0039], [4.6951, -3.1791, 2.1726], [2.5413, -2.4831, 5.1347], [1.0107, -2.3297, 4.2644], [2.2541, -1.0630, 4.0988], [2.7786, -2.6518, 0.9909], [0.4276, -1.6509, 2.0974], [0.5189, -3.1742, 1.5272], [-0.3925, 0.6545, -0.3679], [-0.6419, 2.4140, 0.3526], [-2.4630, 2.5943, 1.0862], [-3.5693, 2.1216, 0.3654], [-4.8654, 2.2646, 0.8563], [-5.0797, 2.8670, 2.0923], [-3.9945, 3.3293, 2.8303], [-2.6991, 3.1939, 2.3313], [-0.4805, 3.8510, -0.9711], [0.7571, 4.4125, -1.3092], [0.8584, 5.3953, -2.2916], [-0.2816, 5.8351, -2.9577], [-1.5206, 5.2920, -2.6343], [-1.6180, 4.3118, -1.6473], [0.4755, 2.8938, 1.9006], [0.7416, 4.2168, 2.2663], [1.4686, 4.5144, 3.4191], [1.9343, 3.4867, 4.2295], [1.6721, 2.1622, 3.8856], [0.9481, 1.8704, 2.7323], [-1.2197, 0.1765, 0.1424], [-3.4217, 1.6218, -0.5915], [-5.7038, 1.8931, 0.2785], [-6.0867, 2.9718, 2.4790], [-4.1538, 3.7945, 3.7975], [-1.8653, 3.5662, 2.9205], [1.6635, 4.0753, -0.8121], [1.8281, 5.8109, -2.5420], [-0.2035, 6.5948, -3.7268], [-2.4135, 5.6290, -3.1531], [-2.5957, 3.9073, -1.3972], [0.3773, 5.0293, 1.6397], [1.6784, 5.5485, 3.6799], [2.5073, 3.7146, 5.1215], [2.0432, 1.3636, 4.5153], [0.7808, 0.8371, 2.4425]],
  "forces_ev_per_a": [[0.427, 0.094, 0.578], [-0.184, 0.164, -0.042], [0.105, 0.127, 0.124], [-0.166, 0.511, -0.137], [-0.298, -0.371, -0.087], [0.069, 0.128, 0.171], [-0.034, -0.059, 0.035], [0.008, -0.073, -0.060], [-0.045, -0.041, 0.014], [0.188, -0.057, -0.017], [0.276, -0.147, 0.003], [-0.099, -0.051, 0.030], [0.023, -0.062, -0.006], [-0.068, -0.131, -0.032], [-0.098, 0.002, -0.012], [0.070, -0.031, -0.034], [0.149, 0.048, -0.100], [-0.125, 0.021, -0.105], [-0.113, -0.028, 0.180], [-0.184, 0.018, -0.057], [0.062, -0.101, 0.011], [-0.229, -0.138, -0.363], [0.481, -0.297, 0.215], [0.099, 0.241, -0.150], [-0.145, -0.005, 0.132], [-0.090, -0.126, 0.093], [-0.343, 0.162, -0.080], [0.030, -0.143, 0.163], [-0.003, 0.047, 0.017], [-0.052, -0.176, -0.087], [-0.028, 0.239, 0.122], [0.134, 0.011, 0.037], [-0.001, 0.032, 0.031], [-0.088, 0.042, -0.012], [0.064, 0.114, 0.081], [0.007, -0.315, -0.091], [-0.333, 0.105, -0.160], [0.024, -0.193, 0.035], [0.097, -0.029, -0.020], [0.036, 0.001, -0.054], [-0.033, 0.034, -0.021], [-0.073, -0.033, 0.102], [0.055, -0.045, 0.054], [0.026, -0.080, 0.006], [0.032, -0.046, 0.027], [0.133, 0.047, -0.069], [0.188, -0.002, 0.083], [-0.027, -0.017, -0.006], [-0.030, 0.019, -0.002], [0.004, 0.035, 0.013], [0.015, 0.038, 0.012], [-0.005, 0.064, 0.035], [-0.025, 0.031, 0.018], [0.126, -0.039, -0.002], [0.025, -0.160, -0.001], [0.011, -0.036, -0.073], [0.221, 0.023, 0.003], [-0.044, 0.122, 0.091], [-0.209, 0.074, 0.542], [0.611, 0.367, -0.648], [-0.068, 0.065, -0.128], [-0.057, 0.055, 0.124], [0.105, 0.006, -0.006], [-0.023, 0.052, -0.127], [-0.035, -0.168, 0.014], [-0.075, 0.085, 0.142], [-0.074, 0.037, -0.121], [0.127, 0.044, -0.020], [-0.031, -0.124, 0.048], [0.280, -0.084, -0.297], [-0.340, 0.423, 0.181], [-0.293, -0.571, -0.085], [0.042, 0.068, -0.487], [0.146, 0.096, 0.122], [-0.314, 0.014, 0.188], [0.019, 0.071, 0.132], [0.147, 0.055, 0.060], [0.186, 0.013, -0.056], [0.069, -0.089, -0.136], [-0.200, -0.036, -0.191], [-0.006, 0.292, -0.235], [-0.135, 0.065, -0.112], [-0.151, -0.088, 0.064], [0.003, -0.117, 0.118], [0.075, -0.088, 0.087], [0.206, 0.106, -0.044], [0.147, -0.081, 0.224], [0.034, -0.071, 0.027], [-0.039, -0.046, -0.116], [-0.049, -0.104, -0.104], [-0.084, 0.147, -0.133], [0.191, 0.318, -0.023], [-0.378, -0.277, 0.297], [0.013, 0.114, 0.161], [0.073, 0.046, 0.051], [0.010, 0.004, -0.002], [0.004, -0.019, -0.037], [-0.070, -0.055, -0.057], [-0.230, 0.183, -0.139], [-0.019, -0.012, 0.012], [-0.003, -0.017, 0.018], [0.079, -0.032, 0.055], [0.114, 0.045, -0.034], [0.046, -0.080, 0.060], [-0.043, -0.103, -0.032], [-0.028, -0.020, -0.031], [0.004, -0.046, 0.006], [-0.004, -0.003, 0.028]],
  "lowdin_charge": [1.80, 0.51, -1.18, -0.08, -0.31, -0.03, -0.08, -0.10, -0.10, -0.49, 0.99, 0.06, 0.10, 0.10, 0.10, -0.12, -0.09, -0.09, -0.38, -0.10, -0.10, 1.01, -0.49, -0.15, -0.14, -0.15, -0.24, -0.51, -0.33, -0.09, -0.09, -0.06, -0.18, -0.07, -0.10, -0.21, -0.21, -0.23, 0.10, 0.10, 0.10, 0.11, 0.10, 0.10, 0.07, 0.10, 0.08, 0.11, 0.09, 0.09, 0.10, 0.10, 0.09, -0.05, -0.05, -0.64, -0.05, -0.05, -0.09, -0.03, 0.08, 0.09, 0.07, 0.08, 0.09, 0.08, 0.09, 0.08, 0.07, 0.00, 0.07, 0.07, -0.44, 0.95, -0.24, -0.11, -0.09, -0.10, -0.10, -0.10, -0.25, -0.11, -0.09, -0.11, -0.09, -0.10, -0.29, -0.12, -0.10, -0.10, -0.09, -0.10, -0.05, 0.09, 0.08, 0.09, 0.09, 0.09, 0.06, 0.10, 0.09, 0.10, 0.09, 0.10, 0.10, 0.09, 0.08, 0.08]
}

[2]
{
  "formula": "C10H30FKO5",
  "method": "ωB97M-V/def2-TZVPD",
  "e_homo_ha": -0.3426,
  "total_charge": 0,
  "homo_lumo_gap_ev": 8.9,
  "energy_ev": -40138.155,
  "mol_weight_g_mol": 288.4,
  "lumo_energy_ev": -0.41,
  "symbols": ["K", "F", "C", "C", "O", "H", "H", "H", "H", "H", "H", "C", "C", "O", "H", "H", "H", "H", "H", "H", "C", "C", "O", "H", "H", "H", "H", "H", "H", "C", "C", "O", "H", "H", "H", "H", "H", "H", "C", "C", "O", "H", "H", "H", "H", "H", "H"],
  "positions_angstrom": [[1.5572, 2.2073, -0.9325], [0.4132, -0.0779, 0.1776], [3.0376, -1.7238, 2.0400], [2.0663, -1.2035, 3.0693], [1.5605, 0.0777, 2.7446], [3.3414, -2.7542, 2.2485], [3.9553, -1.1310, 2.0589], [2.6157, -1.7018, 1.0354], [2.5734, -1.0926, 4.0305], [1.2465, -1.9151, 3.2362], [1.2275, 0.0381, 1.8350], [2.9274, -0.2314, -3.8384], [2.1578, -1.0051, -2.7995], [2.4340, -0.4505, -1.5195], [2.5593, 0.7974, -3.9049], [2.7876, -0.6443, -4.8411], [4.0004, -0.2318, -3.6428], [2.4192, -2.0670, -2.8228], [1.0892, -0.9202, -3.0336], [1.6848, -0.6534, -0.9200], [-1.0680, 4.2814, 2.0755], [-1.1425, 2.7834, 1.9544], [-0.5801, 2.4030, 0.7046], [-0.0333, 4.6208, 2.0874], [-1.5152, 4.5868, 3.0277], [-1.6623, 4.7704, 1.3047], [-2.1856, 2.4573, 2.0133], [-0.5843, 2.3158, 2.7718], [-0.5487, 1.4315, 0.6135], [-2.0156, -0.9190, 2.2112], [-2.3364, -1.9976, 1.2289], [-1.4066, -2.0948, 0.1606], [-1.0146, -1.0990, 2.6146], [-2.7078, -0.9608, 3.0562], [-2.0255, 0.0872, 1.7939], [-3.3397, -1.8909, 0.7959], [-2.3537, -2.9569, 1.7619], [-0.7095, -1.4148, 0.2440], [-2.1379, -0.7400, -3.5335], [-2.3446, 0.1215, -2.3043], [-1.2142, 0.9645, -2.0617], [-3.0412, -1.2884, -3.8040], [-1.3316, -1.4586, -3.3626], [-1.8476, -0.1484, -4.4064], [-2.5312, -0.5239, -1.4430], [-3.2295, 0.7534, -2.4271], [-0.7473, 0.5992, -1.2988]],
  "forces_ev_per_a": [[-0.250, -0.451, 0.127], [-0.039, 0.352, -0.257], [0.467, -0.214, -0.054], [-0.110, -0.026, 0.370], [0.117, 0.156, 0.007], [-0.159, 0.023, 0.061], [-0.096, 0.101, -0.165], [-0.030, 0.039, -0.009], [-0.026, -0.008, 0.008], [-0.020, 0.011, -0.147], [-0.266, -0.073, -0.212], [0.103, 0.092, -0.497], [-0.228, 0.037, -0.148], [-0.224, 0.138, 0.044], [0.142, 0.022, 0.163], [-0.055, -0.154, 0.121], [-0.038, 0.078, 0.132], [0.067, 0.011, 0.026], [0.025, -0.079, 0.138], [0.082, 0.174, 0.067], [-0.387, 0.132, 0.525], [0.097, -0.145, 0.036], [0.161, 0.035, -0.247], [0.000, 0.111, -0.231], [0.103, -0.065, -0.022], [0.263, 0.035, -0.212], [0.018, -0.038, -0.006], [-0.061, -0.074, -0.014], [0.085, -0.024, 0.305], [0.316, 0.163, 0.645], [-0.151, -0.609, -0.516], [0.033, 0.038, -0.045], [-0.019, 0.145, 0.007], [-0.039, 0.102, -0.077], [-0.118, -0.027, -0.133], [0.038, 0.193, 0.051], [0.063, 0.009, -0.043], [-0.109, 0.010, 0.106], [0.323, -0.054, -0.252], [-0.249, -0.070, -0.108], [0.116, -0.022, 0.034], [-0.033, -0.039, 0.138], [-0.120, -0.036, 0.057], [-0.074, 0.142, 0.127], [0.104, 0.043, 0.028], [0.138, 0.110, -0.052], [0.039, -0.296, 0.119]],
  "lowdin_charge": [0.91, -0.48, -0.08, -0.33, -0.10, 0.08, 0.08, 0.06, 0.11, 0.10, 0.02, -0.09, -0.31, -0.17, 0.07, 0.08, 0.08, 0.12, 0.10, 0.03, -0.09, -0.32, -0.19, 0.07, 0.08, 0.08, 0.11, 0.12, 0.01, -0.08, -0.33, -0.11, 0.07, 0.08, 0.06, 0.11, 0.11, 0.02, -0.09, -0.30, -0.11, 0.07, 0.07, 0.07, 0.10, 0.11, 0.01]
}